No. 1
The following is a DFT calculation (the ωB97M-V functional and the def2-TZVPD basis) of a gas-phase ion, C4H8N (charge +1) in a non-equilibrium geometry.

Each line ends with the Löwdin charge.
CARTESIAN COORDINATES (ANGSTROEM)
H  -2.192  -1.107  0.185  0.14
H  -2.721  0.199  0.983  0.20
C  -1.023  0.533  -0.295  -0.07
H  2.511  1.462  -0.095  0.05
C  2.678  0.440  -0.005  0.05
N  -2.317  -0.126  0.062  0.17
H  -0.365  -1.057  0.524  0.05
H  3.651  0.110  0.008  0.05
C  1.677  -0.419  0.055  -0.10
H  -0.869  1.455  -0.890  0.14
H  -3.111  0.263  -0.521  0.20
C  0.070  -0.250  0.041  0.00
H  2.011  -1.500  -0.052  0.12

## Properties
Kohn-Sham gap, eV: 9.919
Structure (SMILES): C=C/C=C/[NH3+]
Net charge: +1
Energy relative to the best compared isomer or geometry (same formula, charge and spin), eV: 1.967
DFT total energy, eV: -5757.8967

---

No. 2
The following is a DFT calculation (the ωB97M-V functional and the def2-TZVPD basis) of 2 unconnected molecules or ions with the total composition C4H4NP in a non-equilibrium geometry.

Each line ends with the Löwdin charge.
CARTESIAN COORDINATES (ANGSTROEM)
N  -1.083  1.109  -0.845  0.08
H  2.759  1.225  1.088  0.10
H  2.793  -0.599  0.588  0.09
C  2.685  0.437  0.298  -0.13
C  0.040  0.715  -0.671  -0.11
C  2.656  0.945  -1.101  0.20
H  -2.497  -0.176  0.567  -0.29
C  1.466  0.697  -0.511  -0.24
H  -3.416  0.086  -1.002  -0.21
P  -3.581  0.670  0.351  0.52

## Properties
Kohn-Sham gap (alpha / beta), eV: 9.591 / 5.246
Net charge: 0
Energy relative to the best compared isomer or geometry (same formula, charge and spin), eV: 5.268
DFT total energy, eV: -14983.2991

---

No. 3
The following is a DFT calculation (the ωB97M-V functional and the def2-TZVPD basis) of C5H8O2 in the gas phase in a non-equilibrium geometry.

Each line ends with the Löwdin charge.
CARTESIAN COORDINATES (ANGSTROEM)
H  0.694  -2.245  1.237  0.15
O  -1.361  2.265  0.723  -0.05
H  -1.289  1.132  -1.019  0.13
O  -0.556  -0.491  1.070  -0.05
H  0.764  1.138  1.242  0.18
C  1.005  -0.521  -0.361  -0.12
C  -0.623  1.590  -0.278  -0.21
H  -1.153  1.761  1.520  0.08
C  0.106  -1.633  -0.913  -0.04
C  0.310  -1.499  0.547  -0.25
H  2.040  -0.447  -0.665  0.13
C  0.225  0.551  0.420  -0.27
H  0.661  -2.448  -1.385  0.11
H  0.049  2.290  -0.793  0.13
H  -0.873  -1.443  -1.346  0.11

## Properties
Kohn-Sham gap, eV: 10.821
Structure (SMILES): OC[C@H]1O[C@H]2C[C@H]21
Net charge: 0
Energy relative to the best compared isomer or geometry (same formula, charge and spin), eV: 2.900
DFT total energy, eV: -9406.9323

---

No. 4
The following is a DFT calculation (the ωB97M-V functional and the def2-TZVPD basis) of 2 unconnected molecules or ions with the total composition C4H12NOPS in a non-equilibrium geometry.

Each line ends with the Löwdin charge.
CARTESIAN COORDINATES (ANGSTROEM)
H  2.614  2.229  3.511  0.05
N  0.489  1.384  1.585  0.06
H  1.029  2.911  3.804  0.10
H  -0.566  -3.023  0.297  0.02
P  -1.105  -0.540  -1.148  0.59
H  -0.614  0.089  0.980  -0.07
O  -1.076  -0.584  0.507  -0.40
H  2.281  2.226  1.116  0.09
H  0.881  -3.108  -0.638  0.05
H  2.556  3.823  3.009  0.08
S  0.991  -0.620  -1.481  0.43
C  1.938  2.916  3.102  -0.07
C  -0.249  -3.249  -0.667  -0.21
H  1.429  0.452  -0.768  -0.22
C  -1.106  -2.307  -1.513  -0.55
C  1.515  2.115  1.865  -0.25
H  -0.474  -4.329  -0.783  0.08
H  -0.258  1.413  2.325  0.09
H  -2.072  -2.685  -1.075  0.09
H  -1.270  -2.458  -2.537  0.04

## Properties
Kohn-Sham gap, eV: 8.915
Structure (SMILES): [H]/N=C\C.CCP(O)S
Net charge: 0
Energy relative to the best compared isomer or geometry (same formula, charge and spin), eV: 1.757
DFT total energy, eV: -28003.2313

---

No. 5
The following is a DFT calculation (the ωB97M-V functional and the def2-TZVPD basis) of a molecular structure, C25H18BiBrFN5O8 in a non-equilibrium geometry.

Each line ends with the Löwdin charge.
CARTESIAN COORDINATES (ANGSTROEM)
H  1.467  -6.643  0.571  0.12
C  1.631  -2.244  4.049  0.06
H  -0.913  0.914  -5.743  0.14
C  -0.942  -3.668  1.081  -0.04
C  -1.035  -1.223  -5.522  0.02
H  -1.804  3.917  0.100  0.14
H  -1.900  5.471  -1.873  0.15
C  -0.193  -0.347  3.345  -0.16
C  1.438  -1.821  2.741  -0.18
N  -0.345  5.278  -0.516  -0.01
C  0.918  5.755  0.023  -0.43
O  1.505  5.104  0.829  0.10
C  0.642  -4.860  -0.292  -0.02
H  0.976  -1.956  6.073  0.14
C  -0.594  -3.035  -2.287  -0.03
C  0.854  -1.667  5.039  0.02
C  -0.691  -1.967  -3.282  -0.25
C  -0.510  7.119  -1.968  -0.19
H  -0.649  -0.208  5.457  0.13
Bi  -0.020  -0.376  -0.481  2.20
H  -2.127  0.701  4.477  0.12
C  -0.747  3.920  -0.163  -0.03
C  -0.068  -0.695  4.684  0.05
C  -0.222  -3.789  -0.100  -0.31
H  -1.630  -2.840  1.214  0.11
C  2.259  -2.342  1.600  -0.46
C  -0.990  5.905  -1.482  0.01
H  3.680  -3.504  1.193  0.16
O  1.163  8.777  -1.851  0.14
N  1.325  6.971  -0.456  0.23
H  -1.370  -4.548  2.992  0.11
H  -1.078  -3.294  -4.911  0.14
F  -1.152  7.735  -2.901  0.14
H  -0.470  1.297  -3.342  0.10
N  -0.529  -0.702  -2.840  -0.05
H  2.193  7.326  -0.068  0.18
O  -2.065  1.193  3.649  0.19
C  -0.610  0.295  -3.723  -0.06
Br  0.310  -6.945  3.263  0.83
H  2.375  -2.993  4.277  0.14
C  -0.562  3.003  -1.404  -0.59
C  -1.120  0.732  2.839  -0.44
H  -0.763  -4.061  -2.615  0.16
O  3.173  -3.220  1.971  0.18
O  -0.978  1.211  1.742  0.02
N  0.544  -0.905  2.389  0.12
C  -0.861  0.069  -5.071  0.03
C  0.078  -5.680  1.890  -0.68
H  -0.160  3.586  0.683  0.11
O  -0.488  1.768  -1.121  -0.30
C  -0.799  -4.621  2.076  -0.10
N  -0.337  -2.756  -1.075  -0.06
C  0.728  7.739  -1.453  -0.40
H  -1.232  -1.426  -6.566  0.14
C  -0.949  -2.264  -4.606  0.04
O  -0.460  3.528  -2.501  0.10
H  1.223  -4.935  -1.203  0.13
C  0.792  -5.809  0.707  -0.09
O  2.090  -1.973  0.461  -0.01

## Properties
Kohn-Sham gap (alpha / beta), eV: 2.260 / 2.194
Net charge: +2
Energy relative to the best compared isomer or geometry (same formula, charge and spin), eV: 2.936
DFT total energy, eV: -128633.0364

---

No. 6
The following is a DFT calculation (the ωB97M-V functional and the def2-TZVPD basis) of a molecular structure, C16H14F9IMgN2O in a non-equilibrium geometry.

Each line ends with the Löwdin charge.
CARTESIAN COORDINATES (ANGSTROEM)
C  1.187  -3.270  -2.532  -0.06
H  -3.114  0.267  2.183  0.01
N  0.471  -1.800  -0.280  0.10
F  1.164  4.268  -0.235  0.13
C  1.359  -1.410  2.923  -0.09
F  3.154  3.371  1.231  0.14
H  -4.266  1.793  -1.248  0.10
F  2.823  0.465  -0.820  0.13
C  1.294  1.835  0.487  -0.32
C  -3.307  0.287  -2.503  -0.05
C  -0.325  -1.778  -1.351  -0.21
F  -0.173  3.556  1.353  0.13
H  0.692  -1.084  3.775  0.00
H  2.297  -0.816  2.677  0.03
C  -0.007  -2.546  -2.503  0.00
H  -2.062  -1.249  -3.408  0.10
F  2.903  2.592  -1.350  0.13
N  -1.787  -0.189  -0.232  0.10
C  -2.117  0.552  2.604  -0.15
F  1.166  1.366  -1.915  0.13
H  1.430  -3.852  -3.424  0.11
H  -1.752  1.602  2.337  0.03
F  3.302  1.238  1.697  0.13
C  2.021  -3.222  -1.420  -0.05
O  0.566  0.809  0.888  -0.17
Mg  -0.365  -0.484  2.158  0.37
I  -1.942  -3.132  2.255  0.43
H  -0.705  -2.540  -3.335  0.09
H  -2.814  1.284  0.694  0.07
H  -3.916  0.442  -3.395  0.11
C  2.070  1.590  -0.923  -0.46
C  -3.517  1.028  -1.338  -0.03
C  1.618  -2.460  -0.316  -0.13
C  -2.292  -0.661  -2.517  0.00
C  -1.512  -0.873  -1.350  -0.19
C  -2.701  0.751  -0.239  -0.16
F  1.832  2.460  2.729  0.13
H  1.620  -2.498  2.862  0.02
C  0.458  3.184  0.208  -0.47
H  2.238  -2.375  0.569  0.10
C  2.420  2.257  1.521  -0.49
H  -1.855  0.051  3.574  -0.02
H  2.964  -3.752  -1.385  0.10
F  -0.520  2.942  -0.706  0.13

## Properties
Kohn-Sham gap (alpha / beta), eV: 4.368 / 4.852
Net charge: 0
DFT total energy, eV: -59847.0103

---

No. 7
The following is a DFT calculation (the ωB97M-V functional and the def2-TZVPD basis) of C2H2N2O4 in the gas phase in a non-equilibrium geometry.

Each line ends with the Löwdin charge.
CARTESIAN COORDINATES (ANGSTROEM)
O  2.752  0.534  0.316  0.06
O  -1.757  0.392  0.539  0.04
O  1.187  -1.179  -0.022  0.01
C  1.568  0.099  -0.058  -0.30
O  0.171  2.140  -0.338  0.15
N  -0.230  -1.425  -0.443  0.13
H  -2.555  0.550  -0.046  0.15
H  -0.749  -2.019  0.494  0.23
N  -0.706  -0.035  -0.231  -0.16
C  0.317  0.942  -0.210  -0.32

## Properties
Kohn-Sham gap, eV: 9.558
Structure (SMILES): O=c1o[nH]n(O)c1=O
Net charge: 0
Energy relative to the best compared isomer or geometry (same formula, charge and spin), eV: 4.738
DFT total energy, eV: -13270.4379

---

No. 8
The following is a DFT calculation (the ωB97M-V functional and the def2-TZVPD basis) of 7 unconnected molecules or ions with the total composition C18H36FN3O15S3 in a non-equilibrium geometry.

Each line ends with the Löwdin charge.
CARTESIAN COORDINATES (ANGSTROEM)
H  -1.370  -9.182  -2.725  0.10
H  -2.140  -11.606  -3.884  0.11
H  0.848  7.378  -0.642  0.09
H  -1.104  -0.051  -0.356  0.10
C  1.641  -1.097  -1.393  -0.17
H  -0.832  -10.741  -4.548  0.10
H  0.059  -10.634  -0.574  0.10
C  0.027  7.943  -1.082  -0.20
O  3.559  5.421  6.310  0.07
H  -5.725  3.369  -9.889  0.09
H  -3.426  7.962  -0.129  0.11
H  -4.760  -0.279  9.149  0.14
H  -2.532  -0.040  8.439  0.17
S  -0.013  -12.507  -3.115  0.74
F  -2.867  -1.260  7.018  0.11
O  0.575  9.987  0.786  -0.35
N  4.574  5.289  5.651  -0.42
C  -3.213  -0.136  7.593  -0.29
H  -1.776  6.579  -1.615  0.11
N  9.026  -1.478  1.385  -0.50
H  -5.867  4.429  -8.494  0.11
O  9.084  -0.990  0.287  0.06
O  -5.027  2.405  5.884  0.11
O  0.613  -13.111  -4.320  -0.37
H  -1.711  -1.623  -2.167  0.12
H  8.720  -1.018  3.385  0.10
C  -5.183  3.775  -9.035  0.03
O  9.419  -2.543  1.697  0.08
H  -2.743  8.706  -1.662  0.11
C  4.700  6.221  4.487  0.03
C  8.261  -0.732  2.439  0.06
H  1.710  -10.962  -3.063  0.09
H  -1.914  -10.568  -1.735  0.10
H  0.252  7.924  -2.149  0.09
O  -3.286  1.031  6.662  0.14
S  -0.223  9.705  -0.405  0.74
H  4.064  7.097  4.614  0.10
H  1.763  -11.919  -1.513  0.10
H  7.254  -1.118  2.280  0.11
H  -1.550  -1.446  0.562  0.10
C  -1.147  -11.235  -3.629  -0.25
C  -0.817  -1.085  -0.160  -0.19
O  1.319  -2.447  0.879  -0.31
C  0.190  -10.291  -1.600  -0.19
C  -4.660  -0.238  8.065  -0.03
H  -5.082  -1.106  7.558  0.14
C  -2.544  8.315  -0.664  -0.20
H  4.433  5.626  3.614  0.10
C  -1.168  -10.217  -2.448  -0.18
H  -4.273  4.198  -9.461  0.10
C  -1.950  9.442  0.197  -0.23
C  -1.346  7.258  -0.879  -0.21
H  -1.117  6.743  0.054  0.10
O  -4.010  3.209  -7.184  0.08
H  0.845  -9.425  -1.504  0.10
H  5.717  6.589  4.346  0.09
H  0.683  -2.493  -2.833  0.11
O  1.404  0.040  0.997  -0.36
H  -2.576  10.333  0.168  0.11
H  -0.846  -2.864  -1.334  0.11
O  -5.199  1.650  -8.157  0.05
N  -4.725  2.787  -8.043  -0.46
C  -4.522  1.522  6.603  -0.53
S  0.940  -1.185  0.331  0.68
O  -5.266  1.029  7.624  0.05
C  1.149  -11.356  -2.216  -0.21
O  -0.199  10.592  -1.593  -0.36
C  -0.814  -1.801  -1.574  -0.24
H  2.572  -1.663  -1.428  0.10
C  0.449  -1.568  -2.306  -0.24
H  8.481  0.301  2.169  0.10
O  5.516  4.495  5.918  0.03
H  -1.782  8.974  1.167  0.10
H  1.862  -0.053  -1.616  0.09
O  -0.670  -13.384  -2.065  -0.37
H  0.267  -0.876  -3.129  0.11

## Properties
Kohn-Sham gap, eV: 10.354
Structure (SMILES): O=C1OC[C@@H](F)O1.C[N+](=O)[O-].C[N+](=O)[O-].C[N+](=O)[O-].O=S1(=O)CCCC1.O=S1(=O)CCCC1.O=S1(=O)CCCC1
Net charge: 0
Energy relative to the best compared isomer or geometry (same formula, charge and spin), eV: 0.000
DFT total energy, eV: -89642.6951